No. 1
{
  "formula": "C9H12BCl3CrF4O21",
  "method": "wB97M-V/def2-TZVPD",
  "elements": ["Cr", "Cl", "O", "O", "O", "O", "Cl", "O", "O", "O", "O", "Cl", "O", "O", "O", "O", "B", "F", "F", "F", "F", "C", "C", "O", "C", "O", "O", "H", "H", "H", "H", "C", "C", "O", "C", "O", "O", "H", "H", "H", "H", "C", "C", "O", "C", "O", "O", "H", "H", "H", "H"],
  "coordinates": [[0.588, 0.569, -0.121], [3.154, -0.837, 2.213], [2.116, -1.683, 2.754], [2.486, -0.054, 1.126], [3.656, 0.055, 3.161], [4.268, -1.561, 1.598], [-2.460, -0.692, -1.833], [-1.391, -0.038, -1.079], [-1.750, -1.695, -2.611], [-3.408, -1.306, -0.961], [-3.154, 0.296, -2.663], [2.621, -0.898, -2.888], [1.654, -1.937, -3.160], [3.884, -1.415, -2.635], [2.685, -0.054, -3.975], [2.178, -0.094, -1.824], [0.445, 2.841, 1.056], [0.246, 4.186, 1.076], [1.456, 2.456, 0.201], [0.830, 2.292, 2.274], [-0.563, 2.077, 0.637], [-2.737, -0.910, 4.178], [-2.084, 0.321, 4.915], [-1.220, 0.710, 3.845], [-1.103, -0.150, 2.823], [-0.411, -0.030, 1.777], [-1.888, -1.195, 3.111], [-3.671, -0.790, 3.628], [-2.785, -1.658, 4.969], [-1.515, 0.001, 5.788], [-2.788, 1.126, 5.126], [-0.518, -5.198, 0.048], [0.808, -5.262, -0.672], [1.347, -4.020, -0.443], [0.346, -3.154, -0.280], [0.478, -1.906, -0.183], [-0.756, -3.821, 0.025], [-0.515, -5.474, 1.103], [-1.372, -5.589, -0.505], [0.750, -5.437, -1.746], [1.442, -6.020, -0.211], [0.444, 5.413, -2.814], [-0.852, 4.926, -3.539], [-0.943, 3.574, -3.233], [0.058, 3.200, -2.455], [0.271, 2.085, -1.976], [0.816, 4.241, -2.120], [0.115, 6.205, -2.141], [1.177, 5.681, -3.574], [-0.716, 5.137, -4.600], [-1.719, 5.488, -3.191]],
  "spin_multiplicity": 5,
  "largest_force_ev_per_a": 4.8,
  "homo_energy_ha": [-0.353, -0.353],
  "molar_mass_g_mol": 701.333,
  "energy_ev": -130036.2044
}


No. 2
{
  "formula": "C9H12BF4N3O4Pt",
  "method": "wB97M-V/def2-TZVPD",
  "elements": ["Pt", "N", "C", "C", "N", "H", "H", "H", "H", "H", "H", "H", "H", "F", "B", "F", "F", "F", "O", "C", "O", "C", "C", "C", "C", "C", "C", "N", "O", "O", "H", "H", "H", "H"],
  "coordinates": [[-0.129, -0.179, 0.032], [1.819, 0.077, -0.385], [2.265, 1.398, 0.115], [1.158, 2.395, -0.172], [-0.103, 1.840, 0.379], [2.274, -0.747, 0.046], [1.966, 0.004, -1.389], [3.201, 1.707, -0.352], [2.431, 1.306, 1.188], [1.024, 2.514, -1.247], [1.389, 3.372, 0.255], [-0.947, 2.252, -0.025], [-0.156, 2.005, 1.381], [-2.802, 0.512, -1.545], [-3.102, 0.587, -0.211], [-4.337, 0.170, 0.152], [-2.778, 1.852, 0.311], [-2.117, -0.378, 0.482], [2.016, -2.489, 0.354], [0.884, -2.898, 0.080], [-0.137, -2.171, -0.219], [0.609, -4.374, 0.069], [1.676, -5.262, 0.124], [1.452, -6.630, 0.118], [0.157, -7.121, 0.070], [-0.889, -6.217, 0.028], [-0.695, -4.850, 0.020], [-2.271, -6.740, -0.012], [-3.176, -5.938, 0.058], [-2.411, -7.946, -0.061], [2.680, -4.862, 0.174], [2.286, -7.318, 0.153], [-0.053, -8.180, 0.068], [-1.535, -4.173, -0.025]],
  "spin_multiplicity": 1,
  "largest_force_ev_per_a": 0.4,
  "homo_energy_ha": -0.366,
  "de_lowest_kj_mol": 14.4,
  "molar_mass_g_mol": 508.094,
  "energy_ev": -36986.1223
}